ORCA calculation (ωB97M-V with the def2-TZVPD basis set) on a single C18H16N2O3 molecule.

The geometry in ORCA input format:
```
! wB97M-V def2-TZVPD RIJCOSX def2/J DEFGRID3
* xyz 0 1
N -3.963 -1.074 -1.024
C -3.439 -2.151 -0.410
O -3.941 -3.248 -0.440
C -2.135 -1.894 0.369
N -1.435 -0.703 -0.008
C -0.428 -0.639 -0.910
C -0.019 0.665 -1.090
C 1.034 1.176 -1.944
O 1.157 2.352 -2.228
C 2.026 0.155 -2.516
O 2.238 -1.000 -1.740
C 2.737 -0.857 -0.476
C 2.885 -2.041 0.248
C 3.371 -2.011 1.538
C 3.714 -0.805 2.128
C 3.569 0.368 1.411
C 3.083 0.352 0.114
C -0.851 1.466 -0.233
C -0.923 2.830 0.033
C -1.861 3.268 0.943
C -2.719 2.377 1.591
C -2.664 1.020 1.348
C -1.720 0.573 0.431
H -4.825 -1.184 -1.533
H -3.555 -0.157 -0.959
H -2.395 -1.849 1.431
H -1.491 -2.764 0.220
H -0.069 -1.531 -1.385
H 1.622 -0.210 -3.466
H 2.969 0.677 -2.725
H 2.617 -2.971 -0.228
H 3.482 -2.935 2.088
H 4.093 -0.781 3.139
H 3.834 1.314 1.860
H 2.977 1.283 -0.419
H -0.260 3.513 -0.473
H -1.940 4.322 1.164
H -3.441 2.758 2.298
H -3.331 0.337 1.853
*
```

Its SMILES is NC(=O)Cn1cc(C(=O)COc2ccccc2)c2ccccc21. For the energy above the lowest of the compared OMol25 structures with the same formula, charge and spin, the calculation gives 114.6 kJ/mol. As for the total energy: -1030.78343 a.u.